{"formula": "C22H19Cl2O4Zn", "method": "ωB97M-V with the def2-TZVPD basis set", "symbols": ["C", "C", "C", "O", "C", "O", "C", "C", "C", "C", "C", "C", "C", "C", "C", "O", "O", "H", "H", "H", "H", "H", "H", "H", "H", "H", "H", "H", "H", "Cl", "Zn", "Cl", "C", "C", "C", "C", "C", "C", "C", "C", "C", "H", "H", "H", "H", "H", "H", "H"], "xyz": [[-4.294, -2.567, 1.154], [-3.743, -1.598, 2.192], [-4.438, -1.795, 3.542], [-2.332, -1.800, 2.396], [-1.471, -1.335, 1.434], [-0.312, -1.686, 1.468], [-1.993, -0.376, 0.442], [-1.163, 0.038, -0.567], [-1.578, 0.962, -1.611], [-2.860, 0.925, -2.212], [-3.237, 1.891, -3.142], [-2.370, 2.940, -3.474], [-1.089, 2.968, -2.910], [-0.688, 1.971, -2.022], [-3.249, 0.334, 0.814], [-3.620, 1.391, 0.371], [-4.004, -0.231, 1.816], [-3.801, -2.437, 0.186], [-4.140, -3.596, 1.501], [-5.373, -2.410, 1.039], [-4.047, -1.080, 4.270], [-5.515, -1.629, 3.436], [-4.271, -2.809, 3.917], [-0.153, -0.382, -0.584], [-3.566, 0.132, -1.951], [-4.231, 1.845, -3.594], [-2.682, 3.719, -4.170], [-0.392, 3.775, -3.145], [0.301, 1.968, -1.557], [4.749, -3.305, 3.402], [4.030, -3.267, 1.404], [3.402, -3.484, -0.614], [4.513, -0.361, 1.477], [3.135, -0.300, 1.795], [2.466, 0.417, 0.770], [3.442, 0.789, -0.228], [4.721, 0.238, 0.205], [5.876, 0.366, -0.589], [5.823, 1.179, -1.722], [4.624, 1.856, -2.042], [3.442, 1.680, -1.307], [5.337, -0.787, 2.065], [2.701, -0.732, 2.700], [1.419, 0.707, 0.763], [6.796, -0.155, -0.308], [6.702, 1.301, -2.362], [4.611, 2.518, -2.914], [2.521, 2.214, -1.532]], "e_tot_ev": -104778.9255, "e_above_lowest_kj_mol": 0.0, "homo_lumo_gap_ev": 4.138, "fmax_ev_per_a": 1.904, "e_homo_ha": -0.1063, "charge": -1}

{"formula": "C22H19ClIrN2O2S2Te", "method": "ωB97M-V with the def2-TZVPD basis set", "symbols": ["Ir", "Cl", "C", "C", "C", "C", "O", "C", "C", "N", "C", "C", "C", "C", "C", "C", "C", "C", "N", "C", "C", "H", "H", "H", "H", "H", "H", "H", "H", "H", "H", "Te", "C", "C", "C", "C", "S", "H", "H", "H", "C", "S", "C", "O", "H", "H", "H", "H", "H", "H"], "xyz": [[0.782, -0.443, -0.250], [0.948, 5.580, 3.768], [0.937, 4.342, 2.568], [1.005, 4.692, 1.209], [1.003, 3.725, 0.238], [0.937, 2.363, 0.571], [0.954, 1.504, -0.439], [0.848, 2.007, 1.939], [0.659, 0.686, 2.430], [0.583, -0.400, 1.724], [0.310, -1.685, 2.307], [0.275, -1.977, 3.641], [-0.049, -3.282, 4.075], [-0.334, -4.272, 3.180], [-0.286, -4.004, 1.791], [-0.568, -4.968, 0.794], [-0.499, -4.624, -0.525], [-0.121, -3.317, -0.874], [0.147, -2.398, 0.031], [0.049, -2.710, 1.368], [0.852, 3.030, 2.923], [1.050, 5.739, 0.937], [1.052, 3.990, -0.809], [0.529, 0.596, 3.504], [0.485, -1.224, 4.388], [-0.076, -3.486, 5.136], [-0.588, -5.267, 3.519], [-0.836, -5.974, 1.091], [-0.716, -5.337, -1.307], [-0.030, -3.007, -1.907], [0.777, 2.763, 3.969], [3.056, -1.468, 0.005], [4.384, 0.019, -0.308], [5.758, -0.152, -0.164], [6.480, 1.000, -0.497], [5.660, 2.026, -0.898], [4.015, 1.607, -0.867], [6.210, -1.073, 0.177], [7.555, 1.083, -0.443], [5.959, 3.018, -1.204], [-0.770, -0.180, -4.430], [0.267, 0.628, -3.237], [1.679, 0.969, -4.258], [0.741, -0.547, -2.342], [-1.030, 0.545, -5.200], [-1.674, -0.505, -3.919], [-0.234, -1.027, -4.857], [1.373, 1.643, -5.058], [2.057, 0.029, -4.659], [2.427, 1.455, -3.635]], "e_tot_ev": -74508.6753, "e_above_lowest_kj_mol": 0.0, "homo_lumo_gap_ev": [6.385, 5.133], "fmax_ev_per_a": 0.355, "spin_multiplicity": 2, "e_homo_ha": [-0.4944, -0.4943], "s2": 0.767, "charge": 2}

{"formula": "C22H20AuF3N6O2S2", "method": "ωB97M-V with the def2-TZVPD basis set", "symbols": ["Au", "F", "C", "F", "F", "C", "C", "C", "C", "N", "C", "S", "H", "H", "H", "C", "N", "C", "C", "N", "C", "S", "C", "C", "C", "C", "C", "N", "H", "H", "H", "H", "H", "H", "H", "H", "H", "O", "C", "N", "C", "O", "C", "C", "C", "C", "N", "C", "H", "H", "H", "H", "H", "H", "H", "H"], "xyz": [[1.266, 0.412, -0.139], [4.922, -2.905, 1.528], [4.558, -2.301, 2.669], [5.313, -1.202, 2.810], [4.804, -3.122, 3.685], [3.094, -1.922, 2.611], [2.187, -2.334, 3.560], [0.842, -1.953, 3.471], [0.446, -1.158, 2.431], [1.346, -0.757, 1.508], [2.629, -1.117, 1.570], [3.480, -0.420, 0.215], [2.522, -2.960, 4.376], [0.117, -2.280, 4.203], [-0.580, -0.841, 2.302], [1.928, 3.115, -4.523], [1.192, 3.590, -3.344], [0.546, 4.808, -3.252], [0.002, 4.878, -2.034], [0.312, 3.683, -1.358], [1.049, 2.911, -2.201], [1.797, 1.360, -2.126], [-0.088, 3.454, 0.003], [-0.819, 4.447, 0.645], [-1.157, 4.288, 1.972], [-0.745, 3.147, 2.639], [-0.046, 2.206, 1.926], [0.270, 2.331, 0.619], [1.888, 3.899, -5.272], [1.459, 2.213, -4.911], [2.964, 2.920, -4.255], [0.540, 5.514, -4.063], [-0.559, 5.677, -1.599], [-1.125, 5.343, 0.137], [-1.723, 5.059, 2.477], [-0.959, 2.984, 3.685], [0.303, 1.313, 2.416], [-4.540, -3.215, 2.370], [-4.714, -3.495, 0.996], [-3.442, -3.111, 0.411], [-3.254, -3.101, -0.925], [-4.102, -3.417, -1.732], [-1.881, -2.691, -1.396], [-1.368, -3.273, -2.549], [-0.125, -2.877, -3.004], [0.553, -1.886, -2.316], [0.052, -1.296, -1.229], [-1.144, -1.703, -0.776], [-5.276, -3.593, 2.862], [-5.508, -2.898, 0.546], [-4.916, -4.553, 0.816], [-2.662, -3.092, 1.047], [-1.956, -4.020, -3.067], [0.320, -3.321, -3.883], [1.531, -1.551, -2.642], [-1.542, -1.189, 0.091]], "e_tot_ev": -69675.4450, "e_above_lowest_kj_mol": 109.5, "homo_lumo_gap_ev": 6.399, "fmax_ev_per_a": 0.913, "e_homo_ha": -0.5259, "charge": 2}

{"formula": "C22H20BrCrN6O7P", "method": "ωB97M-V with the def2-TZVPD basis set", "symbols": ["Cr", "Br", "C", "C", "C", "C", "C", "C", "C", "C", "C", "C", "H", "H", "H", "H", "H", "H", "O", "N", "O", "C", "C", "C", "C", "O", "C", "C", "N", "O", "O", "N", "O", "O", "H", "H", "C", "N", "C", "N", "C", "N", "C", "P", "C", "C", "H", "H", "H", "H", "H", "H", "H", "H", "H", "H", "H", "H"], "xyz": [[-0.353, 0.278, -0.898], [-0.037, 2.821, -0.851], [1.273, 2.805, -2.238], [1.842, 3.983, -2.589], [2.768, 3.980, -3.660], [3.052, 2.819, -4.316], [2.442, 1.592, -3.941], [2.712, 0.383, -4.630], [2.105, -0.776, -4.252], [1.207, -0.803, -3.154], [0.914, 0.338, -2.451], [1.530, 1.561, -2.859], [1.589, 4.903, -2.077], [3.236, 4.910, -3.957], [3.752, 2.818, -5.144], [3.404, 0.402, -5.464], [2.309, -1.694, -4.789], [0.756, -1.744, -2.863], [-7.227, -1.598, 1.598], [-6.210, -2.229, 1.396], [-6.046, -3.394, 1.688], [-5.097, -1.530, 0.717], [-3.929, -2.220, 0.463], [-2.891, -1.572, -0.186], [-3.041, -0.240, -0.642], [-2.163, 0.353, -1.425], [-4.201, 0.420, -0.235], [-5.250, -0.201, 0.401], [-4.325, 1.879, -0.446], [-5.442, 2.325, -0.615], [-3.316, 2.547, -0.351], [-1.678, -2.263, -0.348], [-1.516, -3.407, 0.120], [-0.556, -1.624, -0.779], [-3.810, -3.250, 0.761], [-6.150, 0.341, 0.647], [1.764, 0.480, 3.890], [2.921, 0.235, 3.022], [3.217, -1.200, 3.050], [2.088, -2.044, 2.666], [0.950, -1.736, 3.531], [0.582, -0.315, 3.545], [0.042, 0.105, 2.253], [1.272, -0.145, 0.866], [2.709, 0.716, 1.657], [1.756, -1.892, 1.251], [1.505, 1.539, 3.856], [2.056, 0.226, 4.910], [3.502, -1.457, 4.071], [4.061, -1.405, 2.392], [1.211, -2.024, 4.551], [0.089, -2.324, 3.212], [-0.221, 1.164, 2.297], [-0.875, -0.451, 2.041], [2.540, 1.794, 1.655], [3.600, 0.522, 1.058], [2.630, -2.139, 0.646], [0.951, -2.561, 0.950]], "e_tot_ev": -154155.7968, "e_above_lowest_kj_mol": 0.0, "homo_lumo_gap_ev": [6.539, 8.304], "fmax_ev_per_a": 0.872, "spin_multiplicity": 5, "e_homo_ha": [-0.2664, -0.3267], "s2": 6.098}

{"formula": "C22H20CaF5N6OS2", "method": "ωB97M-V with the def2-TZVPD basis set", "symbols": ["Ca", "N", "C", "S", "N", "N", "C", "C", "C", "C", "C", "C", "C", "O", "H", "H", "H", "H", "H", "H", "H", "C", "C", "C", "C", "C", "N", "H", "H", "H", "H", "H", "H", "H", "H", "H", "F", "C", "C", "F", "C", "F", "C", "S", "C", "F", "C", "F", "N", "C", "C", "N", "C", "H", "H", "H", "H"], "xyz": [[-0.311, 0.311, -0.020], [2.284, 0.950, 3.685], [1.752, 0.561, 2.466], [0.332, -0.476, 2.553], [2.459, 0.971, 1.447], [1.911, 0.727, 0.177], [2.751, 0.737, -0.781], [2.437, 0.596, -2.218], [3.534, 0.474, -3.073], [3.401, 0.313, -4.441], [2.109, 0.281, -4.974], [1.002, 0.415, -4.163], [1.115, 0.584, -2.764], [0.058, 0.712, -2.025], [1.620, 0.908, 4.440], [2.829, 1.797, 3.635], [3.805, 0.852, -0.519], [4.525, 0.502, -2.628], [4.271, 0.221, -5.077], [1.971, 0.150, -6.042], [0.000, 0.402, -4.573], [-5.751, 0.294, -1.328], [-5.231, 0.220, 0.113], [-5.994, -0.848, 0.906], [-5.348, 1.586, 0.792], [-3.805, -0.196, 0.054], [-2.712, -0.537, 0.001], [-6.802, 0.589, -1.306], [-5.667, -0.671, -1.831], [-5.192, 1.032, -1.903], [-7.048, -0.565, 0.950], [-5.612, -0.924, 1.924], [-5.915, -1.827, 0.432], [-6.404, 1.865, 0.798], [-4.764, 2.343, 0.269], [-4.976, 1.555, 1.816], [0.581, 7.510, -1.008], [0.021, 6.374, -0.554], [-1.179, 5.931, -1.066], [-1.793, 6.637, -2.031], [-1.744, 4.763, -0.584], [-2.921, 4.409, -1.136], [-1.167, 3.983, 0.413], [-1.936, 2.508, 1.019], [0.045, 4.469, 0.899], [0.707, 3.818, 1.866], [0.634, 5.635, 0.435], [1.801, 6.060, 0.946], [0.151, -4.273, 0.332], [0.898, -4.174, -0.827], [0.653, -2.925, -1.300], [-0.222, -2.258, -0.458], [-0.488, -3.096, 0.508], [0.135, -5.048, 0.970], [1.516, -4.977, -1.186], [1.046, -2.451, -2.185], [-1.118, -2.893, 1.359]], "e_tot_ev": -87828.5039, "e_above_lowest_kj_mol": 62.8, "homo_lumo_gap_ev": 6.682, "fmax_ev_per_a": 2.071, "e_homo_ha": -0.1578, "charge": -1}

{"formula": "C22H20CdClN", "method": "ωB97M-V with the def2-TZVPD basis set", "symbols": ["C", "C", "C", "H", "C", "C", "H", "H", "H", "H", "Cd", "Cl", "C", "C", "C", "H", "C", "C", "H", "H", "H", "H", "C", "C", "C", "C", "C", "C", "N", "C", "C", "C", "C", "C", "C", "H", "H", "H", "H", "H", "H", "H", "H", "H", "H"], "xyz": [[1.363, 3.592, -0.681], [1.423, 2.804, -1.852], [2.198, 1.622, -1.548], [0.911, 3.027, -2.793], [2.671, 1.764, -0.210], [2.138, 2.952, 0.333], [2.337, 3.350, 1.322], [0.844, 4.545, -0.596], [2.522, 0.841, -2.246], [3.369, 1.090, 0.277], [-0.023, 0.061, -1.983], [-1.492, 1.796, -1.284], [-0.811, -1.582, -3.384], [0.397, -2.118, -2.812], [1.504, -1.428, -3.411], [0.453, -3.036, -2.224], [0.989, -0.478, -4.346], [-0.437, -0.530, -4.297], [-1.127, -0.003, -4.962], [-1.803, -2.023, -3.289], [2.544, -1.760, -3.349], [1.575, 0.074, -5.088], [-3.634, -3.037, 1.423], [-3.199, -2.760, 0.122], [-2.086, -1.955, -0.066], [-1.364, -1.401, 1.039], [-1.868, -1.677, 2.350], [-2.984, -2.492, 2.531], [-0.237, -0.656, 0.823], [0.261, 0.198, 1.784], [-0.530, 1.259, 2.304], [-0.153, 1.917, 3.466], [1.083, 1.616, 4.063], [1.959, 0.708, 3.448], [1.572, 0.042, 2.298], [-4.490, -3.687, 1.561], [-3.716, -3.167, -0.751], [-1.751, -1.695, -1.074], [-1.360, -1.232, 3.209], [-3.331, -2.697, 3.545], [-1.460, 1.491, 1.784], [-0.822, 2.661, 3.910], [1.382, 2.135, 4.982], [2.946, 0.525, 3.880], [2.234, -0.657, 1.792]], "e_tot_ev": -41713.8975, "e_above_lowest_kj_mol": 94.5, "homo_lumo_gap_ev": 5.783, "fmax_ev_per_a": 3.424, "e_homo_ha": -0.0125, "charge": -2}